Below is a molecular structure, C30H43F5OOsP2 in a non-equilibrium geometry, with properties calculated with the ωB97M-V functional and the def2-TZVPD basis.

Each line ends with the Mulliken charge.
Positions of all 82 atoms, in Å:
Os 0.72 0.35 -0.18  -0.049
C 1.10 1.42 1.58  0.864
C 1.32 2.24 0.42  0.325
C -0.92 1.61 0.44  0.242
C -0.28 1.01 1.58  0.006
C 0.06 2.36 -0.28  0.625
C 2.09 1.11 2.65  -1.261
H 3.10 1.30 2.28  0.343
H 2.02 0.07 2.96  0.345
H 1.94 1.73 3.54  0.309
C -1.00 0.21 2.63  -0.789
H -0.30 -0.22 3.34  0.423
H -1.55 -0.60 2.13  -0.036
H -1.74 0.82 3.18  0.340
C -2.40 1.55 0.17  -1.063
H -2.97 2.26 0.81  0.335
H -2.76 0.54 0.38  0.163
H -2.62 1.80 -0.87  0.422
C -0.18 3.21 -1.49  -1.321
H -0.59 4.20 -1.21  0.320
H -0.92 2.74 -2.15  0.349
H 0.75 3.37 -2.03  0.377
C 2.60 2.86 0.00  -1.583
H 2.63 3.93 0.25  0.326
H 2.73 2.76 -1.08  0.393
H 3.44 2.37 0.50  0.364
C 4.84 -4.49 -1.39  -0.138
C 5.73 -3.58 -0.99  -0.711
C 6.87 -3.07 -1.83  -0.839
C 6.55 -2.84 -3.32  -0.996
C 5.18 -2.27 -3.59  -0.172
C 4.08 -3.00 -3.87  -0.533
C 4.02 -4.51 -3.82  -0.537
C 4.88 -5.18 -2.73  -1.035
H 7.74 -3.76 -1.77  0.324
H 6.73 -3.76 -3.88  0.359
H 7.23 -2.12 -1.39  0.346
H 5.91 -5.31 -3.10  0.351
H 4.11 -4.91 -0.70  0.583
H 5.79 -3.29 0.07  0.805
H 4.50 -6.21 -2.60  0.413
H 2.97 -4.80 -3.65  0.296
H 3.21 -2.53 -4.33  0.517
H 4.29 -4.95 -4.79  0.399
H 7.29 -2.11 -3.69  0.419
H 5.15 -1.18 -3.67  0.441
P 1.89 -1.66 0.02  0.859
P -0.03 -0.59 -2.25  0.733
C 1.79 -2.61 -1.56  -0.024
C 0.51 -2.36 -2.34  -1.122
H 1.89 -3.67 -1.30  0.853
H 2.67 -2.34 -2.16  -0.728
H 0.64 -2.59 -3.40  0.752
H -0.32 -2.97 -1.96  0.071
C -1.80 -0.57 -2.56  -0.951
H -2.18 0.46 -2.51  0.327
H -2.30 -1.17 -1.79  0.004
H -2.00 -0.98 -3.56  0.508
C 0.90 0.32 -3.52  -1.332
H 1.06 -0.33 -4.39  0.489
H 1.86 0.64 -3.10  0.314
H 0.32 1.21 -3.82  0.407
C 1.13 -2.64 1.32  -1.071
H 1.28 -2.14 2.29  0.374
H 1.61 -3.63 1.33  0.501
H 0.04 -2.73 1.13  0.157
C 3.62 -1.26 0.29  -0.578
H 3.86 -0.30 -0.18  0.266
H 4.25 -2.05 -0.14  -0.443
H 3.81 -1.19 1.38  0.547
F -6.89 -4.79 0.62  -0.220
C -5.74 -4.09 0.58  0.625
C -4.67 -4.53 -0.21  -0.099
F -4.80 -5.67 -0.92  -0.248
C -3.50 -3.80 -0.26  0.214
F -2.47 -4.22 -1.04  -0.237
C -3.31 -2.60 0.49  0.165
O -2.26 -1.90 0.42  -0.069
C -4.43 -2.22 1.31  0.401
F -4.30 -1.10 2.07  -0.234
C -5.60 -2.94 1.35  -0.032
F -6.62 -2.54 2.14  -0.241

The net charge is +2. As for the largest force on an atom: 6.85 eV Å⁻¹. For the LUMO energy (spin up / spin down), the calculation gives -4.5 / -8.4 eV. The value obtained for the energy above the lowest of the compared OMol25 structures with the same formula, charge and spin is 0.0000 eV. Its spin multiplicity is 5. The frontier orbital gap (spin up / spin down) is 8.9 / 5.0 eV.